1.
The following is a quantum chemistry calculation of a 2-piece molecular cluster, C5H14 overall at a distorted geometry, from the Open Molecules 2025 dataset.

Properties
Orbital gap (eV): 12.04
SMILES string: CCC.CC
Energy relative to the best compared isomer or geometry (same formula, charge and spin) (kJ/mol): 72.0
DFT total energy (eV): -5411.30303

Structure (XYZ):
```
19
Properties=species:S:1:pos:R:3:forces:R:3:mulliken_charge:R:1
C 2.01284 -0.90091 1.23449 -1.98 0.31 -0.69 -0.654
C 3.43259 -0.59299 0.84002 0.87 1.12 0.59 -0.870
H 1.49596 -1.68312 0.66701 0.58 -0.28 0.01 0.286
H 1.83568 -1.11914 2.28375 0.43 -0.17 0.13 0.360
H 1.32468 -0.06848 1.02940 0.42 0.20 0.13 0.070
H 3.60567 0.40324 0.40828 -0.65 -0.15 -0.18 0.300
H 3.91678 -1.26466 0.14169 -0.02 -0.47 0.24 0.276
H 3.99576 -0.47818 1.77047 0.42 -0.57 -0.20 0.249
C -1.35527 0.70188 -0.46846 -0.66 -0.12 -1.13 0.328
C -1.58500 0.19013 -1.94033 0.58 0.39 1.03 -1.153
C -2.70924 0.65615 0.21600 -1.17 0.90 0.38 -1.289
H -0.65469 0.19543 0.19286 0.33 -0.46 -0.73 -0.159
H -0.94166 1.69074 -0.66717 -0.32 0.36 0.88 0.254
H -2.60946 0.41608 -2.23325 -0.08 -0.15 0.10 0.316
H -3.36246 -0.15792 -0.11012 0.46 -0.29 -0.20 0.349
H -2.73009 0.58773 1.30618 0.43 0.18 -0.01 0.367
H -3.29820 1.54445 -0.04975 0.11 -0.01 0.12 0.315
H -0.96375 0.75195 -2.63815 0.27 -0.41 -0.04 0.369
H -1.41014 -0.87239 -1.98291 0.01 -0.37 -0.42 0.288
```
Positions in Å, forces in eV/Å.

=====

2.
The following is a quantum chemistry calculation of ClFN2O3 as an isolated structure at a distorted geometry, from the Open Molecules 2025 dataset.

Properties
Orbital gap (alpha / beta) (eV): 8.96 / 8.20
Energy relative to the best compared isomer or geometry (same formula, charge and spin) (kJ/mol): 200.2
DFT total energy (eV): -24353.70585

Structure (XYZ):
```
7
Properties=species:S:1:pos:R:3:forces:R:3:mulliken_charge:R:1
N -2.28148 1.29711 0.09639 -0.21 0.14 0.56 0.337
N 1.72239 -0.15270 0.09025 -5.14 -0.75 -2.90 1.161
O 1.55140 -0.91134 -0.73515 0.13 -1.61 -2.51 -0.343
O 2.39608 0.03723 0.94107 3.37 2.38 4.77 -0.370
O -1.95066 0.45862 -0.53514 -0.29 1.59 -1.42 0.000
F 0.32047 0.74881 0.03465 2.12 0.17 0.70 -0.444
Cl -1.75819 -1.47772 0.10794 0.03 -1.92 0.80 -0.340
```
Positions in Å, forces in eV/Å.

=====

3.
The following is a quantum chemistry calculation of one molecule with the formula C4HClF2O at a distorted geometry, from the Open Molecules 2025 dataset.

Properties
Orbital gap (eV): 9.96
SMILES string: Fc1cc(Cl)oc1F
Energy relative to the best compared isomer or geometry (same formula, charge and spin) (kJ/mol): 41.5
DFT total energy (eV): -24166.33861

Structure (XYZ):
```
9
Properties=species:S:1:pos:R:3:forces:R:3:mulliken_charge:R:1
C 1.19300 -0.22268 0.06982 -0.75 -0.80 0.33 0.184
C 0.47653 0.92074 0.04721 -0.46 -2.93 0.34 -0.368
C -0.89421 0.45621 0.11531 -0.89 3.51 -1.09 0.449
C -0.95239 -0.85336 0.10138 -1.77 -4.23 -0.62 0.196
H 0.86999 1.87397 -0.12910 0.15 1.19 -0.02 0.464
O 0.29716 -1.37458 0.23108 1.54 1.40 -1.10 -0.262
F -1.87762 1.35820 -0.09719 0.05 -0.80 0.31 -0.270
F -2.03882 -1.82512 -0.22092 3.66 3.29 1.46 -0.252
Cl 2.92636 -0.33338 -0.11758 -1.54 -0.64 0.39 -0.142
```
Positions in Å, forces in eV/Å.

=====

4.
The following is a quantum chemistry calculation of one molecule with the formula C4H5NO at a distorted geometry, from the Open Molecules 2025 dataset.

Properties
Orbital gap (eV): 10.17
SMILES string: CC(=O)CC#N
Energy relative to the best compared isomer or geometry (same formula, charge and spin) (kJ/mol): 145.4
DFT total energy (eV): -7765.01964

Structure (XYZ):
```
11
Properties=species:S:1:pos:R:3:forces:R:3:mulliken_charge:R:1
C -1.37327 0.31843 -0.15121 -0.08 -0.09 0.05 -1.068
C -0.39097 -0.64901 0.48188 -0.20 -0.34 0.33 0.574
O -0.71831 -1.52174 1.24905 -0.17 0.21 -0.22 -0.529
C 1.06840 -0.49085 0.11391 -0.11 -0.34 0.46 -0.192
C 1.47577 0.94462 0.15443 0.54 -0.64 -2.58 0.054
N 1.85427 1.55204 -0.75703 0.21 1.65 1.11 -0.375
H -2.38087 -0.07917 -0.02509 0.11 0.07 -0.02 0.333
H -1.16539 0.50125 -1.21231 0.06 -0.12 0.21 0.345
H -1.31092 1.29380 0.34795 0.04 -0.19 -0.02 0.302
H 1.20971 -0.78852 -0.93889 -0.11 -0.01 0.48 0.254
H 1.73158 -1.08085 0.73731 -0.29 -0.20 0.20 0.301
```
Positions in Å, forces in eV/Å.

=====

What is the energy relative to the best compared isomer or geometry (same formula, charge and spin) in the first record?
72.0 kJ/mol